[1]
Computed, not measured: C22H18F3N6O4PtSSe as an isolated structure, with ωB97M-V/def2-TZVPD.

Properties
Charge   +1
HOMO energy   -10.540 eV
Relative energy (zero: lowest compared OMol25 entry of this formula, charge and spin)   0.0 kcal per mole
E_LUMO   -2.47 eV

Each line ends with the natural charge from an NBO analysis.
Atoms and positions in Å:
Pt 0.2025 -0.2843 -0.0106  0.701
C -2.4880 -0.2410 2.3591  -0.270
N -1.1022 -0.2616 2.7269  -0.611
C -0.5183 0.9553 3.2240  -0.264
C -0.0358 1.8716 2.1380  0.415
N 0.3216 1.5255 0.9245  -0.495
C 0.8612 2.6651 0.3192  0.148
C 1.4492 2.8314 -0.9306  -0.214
C 1.9158 4.0930 -1.2364  -0.206
C 1.8068 5.1600 -0.3305  -0.189
C 1.2408 4.9970 0.9181  -0.224
C 0.7791 3.7222 1.2216  0.092
N 0.1967 3.1838 2.3610  -0.511
C -2.7510 -0.0446 0.8889  0.434
N -1.9013 -0.1056 -0.1110  -0.501
C -2.6626 0.0369 -1.2743  0.006
C -2.3208 0.0113 -2.6289  0.342
C -3.3152 0.1427 -3.5738  -0.293
C -4.6502 0.3254 -3.1865  -0.171
C -5.0227 0.3542 -1.8596  -0.254
C -4.0036 0.1963 -0.9282  0.187
N -4.0174 0.1492 0.4541  -0.529
H -3.0494 0.5321 2.9035  0.203
H -2.9460 -1.1960 2.6292  0.242
H -0.8439 -1.0698 3.2650  0.403
H 0.3525 0.6943 3.8296  0.249
H -1.1999 1.5195 3.8775  0.194
H 1.5581 1.9992 -1.6131  0.250
H 2.3883 4.2635 -2.1942  0.230
H 2.1890 6.1314 -0.6131  0.229
H 1.1740 5.8154 1.6219  0.228
H 0.0244 3.6633 3.2283  0.431
H -1.2964 2.7937 -3.9166  0.521
H -3.0513 0.0960 -4.6219  0.260
H -5.4039 0.4301 -3.9544  0.237
H -6.0544 0.4816 -1.5627  0.236
H -4.8308 0.2134 1.0432  0.433
F 4.5038 -2.1946 -2.2712  -0.307
C 3.9585 -3.2614 -1.6731  0.982
F 4.4519 -3.3197 -0.4267  -0.311
F 4.3771 -4.3536 -2.3263  -0.314
C 2.4557 -3.1744 -1.6590  -0.213
C 1.6667 -4.1201 -2.2838  -0.085
C 0.2788 -4.0075 -2.2569  -0.279
C -0.2822 -2.9349 -1.6003  0.081
N 0.4831 -2.0266 -0.9956  -0.479
C 1.8273 -2.1150 -1.0057  0.118
S 2.4572 -0.7506 -0.1315  -0.044
H 2.1368 -4.9486 -2.7955  0.249
H -0.3503 -4.7388 -2.7411  0.241
H -1.3519 -2.7808 -1.5481  0.212
O -0.9973 -0.2226 -2.9629  -0.740
Se -0.1579 0.8819 -4.0370  2.734
O -0.8137 0.8050 -5.4815  -0.948
O 1.3668 0.6265 -3.7150  -0.919
O -0.6198 2.3979 -3.3410  -0.914

[2]
Computed, not measured: an isolated molecule of C4H9N, with ωB97M-V/def2-TZVPD.

Properties
HOMO energy   -8.820 eV
Relative energy (zero: lowest compared OMol25 entry of this formula, charge and spin)   31.1 kcal per mole
SMILES   C/C=C/CN
E_LUMO   1.21 eV

Each line ends with the natural charge from an NBO analysis.
Atoms and positions in Å:
N -0.1280 2.3166 -0.5052  -0.860
C -0.8692 1.1776 0.0838  -0.257
C 1.0182 -2.2876 0.0046  -0.640
C -0.1430 -1.3349 0.3512  -0.197
C 0.0895 -0.0176 0.2727  -0.189
H 0.3858 2.2340 -1.3500  0.371
H -0.7535 3.1448 -0.5768  0.363
H -1.7946 0.8936 -0.5151  0.170
H -1.2969 1.2973 1.1095  0.207
H 1.9487 -1.9874 0.5775  0.222
H 0.8611 -3.3028 0.4707  0.207
H 1.0222 -2.3246 -1.0355  0.218
H -1.1647 -1.7297 0.4247  0.195
H 1.1141 0.3342 0.1572  0.190

[3]
Computed, not measured: a 15-piece molecular cluster, C30H90O15S15 overall, with ωB97M-V/def2-TZVPD.

Properties
HOMO energy   -8.295 eV
Relative energy (zero: lowest compared OMol25 entry of this formula, charge and spin)   136.2 kcal per mole
E_LUMO   -0.31 eV

Each line ends with the Löwdin charge.
Atoms and positions in Å:
C 31.6196 -24.6477 -20.2871  -0.264
S 32.2701 -23.1236 -21.0693  0.823
O 31.7771 -23.1928 -22.5235  -0.593
C 31.1316 -21.8569 -20.2867  -0.245
H 31.9393 -25.4459 -20.9571  0.050
H 30.5336 -24.5568 -20.3031  0.046
H 31.8595 -24.6799 -19.2243  0.049
H 30.1808 -21.9882 -20.8032  0.046
H 31.4380 -20.8602 -20.6041  0.042
H 30.9995 -21.9473 -19.2085  0.047
C 37.4243 -13.7540 -22.2848  -0.249
S 38.4580 -12.7631 -23.4472  0.828
O 39.0208 -13.6695 -24.5470  -0.585
C 37.1698 -11.6097 -24.1262  -0.261
H 36.7783 -12.9994 -21.8359  0.034
H 38.0745 -14.1294 -21.4945  0.046
H 36.8198 -14.4560 -22.8590  0.053
H 36.4508 -12.0473 -24.8187  0.048
H 37.6642 -10.9784 -24.8645  0.042
H 36.6604 -11.1357 -23.2871  0.044
C 38.1608 -12.5274 -14.5871  -0.259
S 36.4729 -12.1000 -13.9867  0.820
O 36.4776 -10.7752 -13.2439  -0.577
C 35.7652 -11.7463 -15.6691  -0.259
H 38.5663 -11.6086 -15.0109  0.054
H 38.0358 -13.3191 -15.3258  0.045
H 38.6453 -12.9152 -13.6910  0.042
H 35.9125 -12.6074 -16.3209  0.040
H 36.2389 -10.8712 -16.1139  0.052
H 34.6903 -11.5782 -15.6019  0.042
C 25.6880 -8.3577 -23.0468  -0.272
S 27.0808 -8.1156 -21.8948  0.839
O 26.6075 -8.9187 -20.6646  -0.605
C 26.6145 -6.3569 -21.3824  -0.241
H 25.7716 -9.2837 -23.6157  0.051
H 25.8256 -7.5233 -23.7345  0.038
H 24.7539 -8.2343 -22.4988  0.059
H 27.0416 -6.0767 -20.4195  0.049
H 25.5307 -6.2895 -21.2872  0.045
H 26.8611 -5.6718 -22.1935  0.038
C 31.4955 -12.9308 -20.5470  -0.264
S 31.4361 -14.2396 -21.8688  0.838
O 31.9211 -15.5222 -21.1805  -0.613
C 29.5637 -14.5029 -21.8675  -0.232
H 30.8063 -13.1040 -19.7205  0.045
H 31.2082 -11.9525 -20.9323  0.044
H 32.4424 -12.8617 -20.0116  0.047
H 29.0447 -13.6858 -22.3686  0.044
H 29.2773 -14.5084 -20.8158  0.038
H 29.2392 -15.4663 -22.2606  0.051
C 21.5191 -17.8651 -25.2769  -0.278
S 21.4802 -16.0619 -25.0350  0.852
O 21.0106 -15.8810 -23.5325  -0.606
C 23.2957 -15.7830 -25.1066  -0.266
H 21.6474 -18.0331 -26.3462  0.048
H 20.6186 -18.3329 -24.8789  0.051
H 22.3282 -18.3631 -24.7427  0.052
H 23.8430 -16.3618 -24.3626  0.056
H 23.3547 -14.7101 -24.9236  0.039
H 23.7208 -15.9989 -26.0867  0.053
C 29.8534 -9.0981 -29.1314  -0.261
S 29.3951 -9.8492 -27.4789  0.839
O 29.0594 -11.3411 -27.7025  -0.582
C 31.1526 -9.8668 -26.8684  -0.265
H 30.2927 -8.1006 -29.1453  0.049
H 28.9219 -9.1127 -29.6971  0.037
H 30.5184 -9.7890 -29.6498  0.050
H 31.6696 -8.9305 -27.0789  0.040
H 31.6817 -10.7002 -27.3307  0.055
H 31.1706 -9.9254 -25.7801  0.036
C 39.5544 -19.3569 -20.5807  -0.271
S 38.6567 -19.6986 -19.0267  0.832
O 38.9066 -18.5390 -18.0208  -0.579
C 36.9740 -19.5553 -19.7365  -0.272
H 39.3640 -18.3351 -20.9091  0.054
H 39.2681 -20.0240 -21.3938  0.050
H 40.5938 -19.5411 -20.3089  0.042
H 36.8212 -20.2282 -20.5802  0.050
H 36.7421 -18.5250 -20.0062  0.055
H 36.3156 -19.8473 -18.9184  0.039
C 34.5270 -16.3467 -26.7003  -0.268
S 34.0482 -18.0128 -27.2803  0.834
O 32.5314 -17.9480 -27.5222  -0.591
C 34.2575 -18.9974 -25.7321  -0.248
H 34.6404 -15.7045 -27.5737  0.047
H 35.4267 -16.3410 -26.0850  0.041
H 33.7961 -15.9825 -25.9783  0.054
H 35.0166 -18.4426 -25.1807  0.032
H 34.4462 -20.0668 -25.8270  0.047
H 33.3002 -18.9987 -25.2107  0.051
C 22.7015 -14.2854 -19.0382  -0.241
S 21.6757 -14.2171 -17.4511  0.828
O 21.7359 -12.7876 -17.0051  -0.584
C 20.1235 -14.3830 -18.4408  -0.272
H 22.3637 -15.2039 -19.5182  0.036
H 23.7682 -14.4123 -18.8531  0.038
H 22.5901 -13.3478 -19.5829  0.056
H 19.2874 -14.3989 -17.7416  0.040
H 20.1463 -15.3101 -19.0136  0.043
H 19.9946 -13.5442 -19.1248  0.057
C 26.6087 -23.7855 -26.9574  -0.248
S 26.6306 -21.9722 -27.3472  0.802
O 25.2264 -21.4752 -27.0688  -0.587
C 27.7428 -21.3094 -26.0256  -0.246
H 27.5943 -24.2343 -27.0810  0.050
H 25.9991 -24.2686 -27.7210  0.041
H 26.0588 -23.7633 -26.0165  0.046
H 28.7550 -21.6574 -26.2318  0.051
H 27.3039 -21.5290 -25.0523  0.050
H 27.6662 -20.2308 -26.1630  0.043
C 31.9565 -16.8799 -14.4786  -0.269
S 30.3391 -16.0405 -14.4693  0.830
O 30.6788 -14.5402 -14.4189  -0.587
C 29.7441 -16.3929 -16.2100  -0.251
H 32.6199 -16.2684 -15.0902  0.051
H 31.8417 -17.9004 -14.8438  0.049
H 32.3585 -16.7707 -13.4713  0.047
H 29.3960 -17.4249 -16.2520  0.035
H 30.5243 -16.2048 -16.9477  0.049
H 28.8247 -15.8881 -16.5065  0.047
C 32.0005 -7.3447 -14.7172  -0.240
S 30.1668 -7.7179 -14.4686  0.817
O 29.8575 -8.5945 -13.2577  -0.578
C 29.8332 -8.7719 -15.9581  -0.256
H 32.5724 -8.2364 -14.4602  0.050
H 32.3016 -6.4239 -14.2177  0.038
H 32.1493 -7.0665 -15.7606  0.033
H 30.1149 -8.2901 -16.8944  0.042
H 28.8000 -9.1188 -15.9499  0.050
H 30.4933 -9.6364 -15.8873  0.045
C 23.7938 -21.1665 -20.2717  -0.270
S 25.1923 -20.3264 -19.4505  0.818
O 25.4004 -18.9972 -20.1896  -0.580
C 24.4254 -20.0643 -17.7988  -0.261
H 23.0296 -20.3930 -20.3481  0.054
H 23.5177 -22.1086 -19.7981  0.050
H 23.9854 -21.4812 -21.2975  0.048
H 25.2293 -19.9435 -17.0727  0.038
H 23.9270 -20.9724 -17.4596  0.046
H 23.7690 -19.1960 -17.7407  0.057
C 34.2317 -5.4607 -22.0771  -0.280
S 33.5146 -5.7533 -20.4386  0.830
O 34.1561 -7.0320 -19.9239  -0.567
C 34.3954 -4.3167 -19.8447  -0.304
H 34.0553 -4.4340 -22.3978  0.050
H 33.7305 -6.1506 -22.7560  0.045
H 35.3124 -5.5960 -22.0349  0.060
H 34.0261 -3.4208 -20.3438  0.052
H 35.4615 -4.3124 -20.0717  0.061
H 34.2506 -4.1384 -18.7791  0.052

[4]
Computed, not measured: an isolated molecule of C8H14N2O3, with ωB97M-V/def2-TZVPD.

Properties
HOMO energy   -8.917 eV
Relative energy (zero: lowest compared OMol25 entry of this formula, charge and spin)   17.7 kcal per mole
SMILES   C[C@H](NC(=O)[C@@H]1CCCN1)C(=O)O
E_LUMO   0.63 eV

Each line ends with the natural charge from an NBO analysis.
Atoms and positions in Å:
C -1.0342 -0.2742 -1.1489  -0.167
C -0.2128 0.0713 0.0704  0.674
C -0.2368 -1.0249 -2.2457  -0.407
C 0.2416 0.1307 -3.1662  -0.428
C -0.2591 1.4337 -2.5257  -0.236
C 0.5803 -0.7779 2.2245  -0.143
C -0.5991 -0.3153 3.0274  0.771
C 1.9208 0.0827 2.3047  -0.604
H -1.6798 1.7242 -1.1609  0.383
H -1.9816 -0.8107 -0.8150  0.234
H -0.8838 -1.8285 -2.7860  0.218
H 0.6076 -1.6468 -1.8712  0.211
H -0.3635 0.0002 -4.0980  0.216
H 1.2978 0.1383 -3.3630  0.215
H -0.6080 2.2508 -3.2254  0.198
H 0.4819 1.9796 -1.8951  0.184
H -0.1048 -1.9013 0.5962  0.401
H 0.8044 -1.8356 2.5430  0.229
H 1.7506 1.0123 1.7940  0.248
H 2.1984 0.2436 3.3387  0.217
H 2.7024 -0.4603 1.8417  0.210
H -1.2246 0.6898 4.3703  0.500
N -1.4473 0.9671 -1.8448  -0.612
N 0.2198 -0.9732 0.7991  -0.604
O -0.0793 1.2407 0.4539  -0.647
O -1.7417 -0.5214 2.6604  -0.605
O -0.3488 0.4052 4.1219  -0.658

[5]
Computed, not measured: an isolated molecule of C6H9NO5, with ωB97M-V/def2-TZVPD.

Properties
HOMO energy   -10.118 eV
Relative energy (zero: lowest compared OMol25 entry of this formula, charge and spin)   20.7 kcal per mole
SMILES   O=C1N[C@@H]2OC[C@H](O)[C@H](O)[C@@H]2O1
E_LUMO   0.56 eV

Each line ends with the natural charge from an NBO analysis.
Atoms and positions in Å:
C 0.6672 -0.0185 1.2528  0.037
C 1.0420 -1.2918 0.6069  -0.114
C 0.2321 -0.5388 -1.4959  0.228
C -1.9577 -0.2012 -0.7748  0.903
C 0.0289 0.8922 -1.0181  0.033
C 0.7930 1.1932 0.2860  0.061
H -0.8474 0.6629 2.3059  0.474
H 1.4170 0.2127 2.0753  0.181
H 2.0000 -1.6423 0.9872  0.205
H 0.3641 -2.0648 0.9349  0.197
H 0.5135 -0.6058 -2.5710  0.188
H -1.1803 -2.1443 -1.2752  0.433
H 0.3028 1.5951 -1.7761  0.203
H 1.8341 1.2573 0.0367  0.198
H -0.6493 2.2336 0.8930  0.477
N -1.0053 -1.1213 -1.1984  -0.675
O -0.6469 -0.1282 1.8324  -0.719
O 1.2161 -1.2677 -0.7845  -0.516
O -3.0970 -0.4356 -0.4293  -0.590
O -1.3495 1.0252 -0.7956  -0.508
O 0.3224 2.3882 0.9078  -0.695

> What is the HOMO energy in the fifth record?

-10.118 eV